(1)
{"formula": "C33H24Br2F3IrN3O5", "method": "wB97M-V/def2-TZVPD", "species": ["Ir", "N", "C", "C", "C", "C", "C", "C", "C", "C", "C", "C", "C", "C", "N", "C", "C", "C", "C", "N", "H", "H", "H", "H", "H", "H", "H", "H", "H", "H", "Br", "C", "C", "C", "C", "C", "C", "C", "O", "O", "H", "H", "H", "H", "C", "C", "O", "H", "H", "H", "H", "H", "H", "Br", "C", "C", "C", "C", "C", "C", "C", "O", "O", "H", "H", "H", "H", "F", "C", "F", "F"], "coordinates": [[1.115, -0.533, -1.189], [-4.947, 7.844, -1.011], [-4.303, 6.894, -1.048], [-3.500, 5.701, -1.097], [-2.230, 5.692, -0.526], [-1.465, 4.541, -0.568], [-1.944, 3.388, -1.191], [-3.214, 3.411, -1.765], [-3.991, 4.554, -1.715], [-1.116, 2.159, -1.197], [-0.660, 1.682, 0.047], [-1.037, 2.154, 1.317], [-0.399, 1.353, 2.260], [0.350, 0.424, 1.551], [0.169, 0.583, 0.226], [-0.841, 1.537, -2.403], [-1.294, 1.942, -3.690], [-0.802, 1.036, -4.593], [-0.048, 0.101, -3.861], [-0.045, 0.402, -2.565], [-1.847, 6.586, -0.053], [-0.472, 4.535, -0.139], [-3.610, 2.513, -2.221], [-4.984, 4.562, -2.143], [-1.726, 2.961, 1.498], [-0.463, 1.428, 3.332], [0.983, -0.353, 1.942], [-1.885, 2.817, -3.895], [-0.953, 1.028, -5.659], [0.454, -0.774, -4.236], [5.983, -4.039, 3.367], [5.535, -2.294, 2.782], [6.232, -1.205, 3.282], [5.896, 0.072, 2.854], [4.877, 0.255, 1.934], [4.190, -0.849, 1.443], [4.512, -2.134, 1.867], [3.099, -0.661, 0.464], [2.939, 0.434, -0.138], [2.278, -1.595, 0.228], [7.031, -1.356, 3.995], [6.434, 0.924, 3.245], [4.602, 1.240, 1.583], [3.974, -2.983, 1.469], [0.941, -3.084, 3.342], [-0.421, -2.749, 2.757], [-0.374, -2.478, 1.362], [0.875, -3.157, 4.428], [1.673, -2.314, 3.090], [1.299, -4.041, 2.954], [-0.827, -1.850, 3.227], [-1.118, -3.573, 2.947], [0.287, -3.050, 0.957], [-5.128, -2.696, 2.239], [-3.874, -2.627, 0.813], [-3.540, -3.796, 0.153], [-2.611, -3.747, -0.879], [-2.037, -2.533, -1.219], [-2.395, -1.363, -0.567], [-3.318, -1.409, 0.467], [-0.976, -2.483, -2.312], [-1.345, -2.665, -3.444], [0.259, -2.258, -1.880], [-3.999, -4.733, 0.435], [-2.329, -4.654, -1.398], [-1.948, -0.420, -0.848], [-3.583, -0.510, 1.008], [2.306, -1.806, -3.529], [2.621, -0.903, -2.588], [3.781, -1.322, -2.052], [2.901, 0.245, -3.247]], "lowdin_charge": [1.6799, 0.1641, -0.1766, -0.2221, -0.0071, -0.0138, -0.1668, -0.0132, -0.0062, -0.0364, -0.2513, 0.0033, -0.0358, -0.1197, -0.0928, -0.2271, 0.0063, -0.0230, -0.1010, -0.0837, 0.1245, 0.1292, 0.1279, 0.1251, 0.1151, 0.1048, 0.0997, 0.1131, 0.1086, 0.1142, 0.7493, -0.6718, -0.1125, -0.0564, -0.0023, -0.1276, -0.0611, -0.6072, -0.0195, -0.0991, 0.1039, 0.1106, 0.1232, 0.1178, -0.0734, -0.3003, -0.1019, 0.0795, 0.0574, 0.0823, 0.1102, 0.1132, 0.0806, 0.7210, -0.6890, -0.1164, -0.0125, -0.1482, -0.0302, -0.1145, -0.5416, 0.1318, -0.1514, 0.1017, 0.1260, 0.0867, 0.1032, 0.0820, -0.6493, 0.0920, 0.0744], "s_squared": 0.754, "de_lowest_kj_mol": 103.6, "e_tot_ev": -200394.26831, "multiplicity": 2, "lumo_ev": [-1.799, -2.864], "orbital_gap_ev": [6.76, 5.68]}

(2)
{"formula": "C33H24Cl3N4O5Rh", "method": "wB97M-V/def2-TZVPD", "species": ["Rh", "O", "C", "N", "C", "C", "C", "C", "C", "C", "N", "C", "C", "C", "C", "C", "N", "H", "H", "H", "H", "H", "H", "H", "H", "H", "H", "Cl", "C", "C", "C", "C", "C", "C", "C", "O", "O", "H", "H", "H", "H", "Cl", "C", "C", "C", "C", "C", "Cl", "C", "N", "C", "C", "C", "C", "C", "C", "C", "C", "O", "O", "H", "H", "H", "H", "H", "H", "H", "H", "H", "H"], "coordinates": [[1.080, -0.704, 1.991], [4.008, -2.302, 4.562], [3.002, -1.790, 4.092], [2.762, -1.606, 2.776], [3.884, -1.925, 1.917], [3.651, -1.397, 0.533], [4.363, -1.847, -0.573], [4.078, -1.309, -1.811], [3.093, -0.336, -1.925], [2.426, 0.058, -0.783], [2.713, -0.459, 0.416], [1.912, -1.265, 4.987], [1.935, -1.518, 6.348], [0.931, -0.973, 7.130], [-0.036, -0.186, 6.525], [0.020, 0.011, 5.155], [0.974, -0.524, 4.400], [4.075, -3.002, 1.889], [4.797, -1.470, 2.323], [5.110, -2.620, -0.453], [4.599, -1.660, -2.691], [2.811, 0.068, -2.885], [1.614, 0.774, -0.812], [2.734, -2.122, 6.750], [0.905, -1.152, 8.196], [-0.830, 0.272, 7.097], [-0.718, 0.621, 4.652], [-6.083, 3.920, 2.112], [-4.629, 2.969, 2.139], [-3.422, 3.573, 1.822], [-2.267, 2.811, 1.846], [-2.326, 1.464, 2.182], [-3.545, 0.873, 2.490], [-4.707, 1.626, 2.473], [-1.087, 0.650, 2.195], [0.034, 1.210, 1.966], [-1.129, -0.579, 2.456], [-3.396, 4.620, 1.558], [-1.311, 3.249, 1.594], [-3.573, -0.181, 2.731], [-5.664, 1.183, 2.708], [-4.266, 0.277, -3.909], [-3.082, 1.531, -4.114], [-3.495, 2.751, -4.611], [-2.567, 3.764, -4.795], [-1.250, 3.554, -4.431], [-0.861, 2.336, -3.894], [0.765, 2.224, -3.298], [-1.749, 1.264, -3.760], [-1.426, 0.009, -3.266], [-0.337, -0.793, -3.577], [0.433, -0.557, -4.716], [1.505, -1.377, -5.021], [1.810, -2.464, -4.212], [1.016, -2.724, -3.107], [-0.062, -1.916, -2.775], [-0.935, -2.271, -1.596], [-0.714, -1.284, -0.455], [-1.345, -0.247, -0.391], [0.282, -1.604, 0.318], [-4.536, 2.889, -4.864], [-2.874, 4.717, -5.201], [-0.514, 4.339, -4.522], [-2.032, -0.318, -2.529], [0.185, 0.278, -5.358], [2.093, -1.173, -5.906], [2.639, -3.116, -4.453], [1.224, -3.585, -2.482], [-0.698, -3.284, -1.280], [-1.992, -2.242, -1.870]], "nbo_charge": [1.6072, -0.6112, 0.6122, -0.6510, -0.2752, 0.2388, -0.2492, -0.1364, -0.2448, 0.0658, -0.4859, 0.1281, -0.2092, -0.1489, -0.2450, 0.0727, -0.4533, 0.2209, 0.2291, 0.2246, 0.2236, 0.2424, 0.2283, 0.2509, 0.2240, 0.2288, 0.2144, 0.0015, -0.0138, -0.2463, -0.1539, -0.1077, -0.1563, -0.2468, 0.7641, -0.7145, -0.6856, 0.2292, 0.2385, 0.2374, 0.2293, 0.0109, -0.0644, -0.2117, -0.2104, -0.2211, -0.0729, 0.0112, 0.1857, -0.6236, 0.1653, -0.2573, -0.2035, -0.2653, -0.1995, 0.0158, -0.5428, 0.8063, -0.6624, -0.7649, 0.2309, 0.2229, 0.2306, 0.4322, 0.2187, 0.2136, 0.2117, 0.2112, 0.2345, 0.2212], "s_squared": 6.011, "de_lowest_kj_mol": 0.0, "e_tot_ev": -91384.62122, "multiplicity": 5, "lumo_ev": [0.113, -1.927], "orbital_gap_ev": [7.80, 5.76]}

Among the records above, which one has the highest multiplicity? C33H24Cl3N4O5Rh